(1)
The following is a DFT calculation (ωB97M-V with the def2-TZVPD basis set) of a cluster of 2 separate species, C9H11N2S2 in total at a distorted geometry.

```
! wB97M-V def2-TZVPD RIJCOSX def2/J DEFGRID3
* xyz 1 1
C -3.18 0.35 -0.79
C -1.79 0.39 -1.06
C -3.46 -0.52 0.20
C -1.06 -0.28 -0.17
C 2.38 -1.22 -1.38
C 2.38 -2.19 -0.44
C 0.92 1.10 1.23
C 1.16 -0.32 -1.50
C 0.31 -0.65 -0.24
N 0.70 2.38 1.16
N 1.07 0.49 2.39
S -2.09 -1.19 0.93
S 0.85 -2.19 0.40
H -3.84 1.03 -1.32
H -1.43 1.26 -1.58
H -4.41 -1.03 0.40
H 3.34 -0.80 -1.85
H 3.05 -3.03 -0.20
H 1.48 0.74 -1.55
H 0.54 -0.63 -2.41
H 0.68 2.89 0.29
H 0.41 3.02 1.88
H 1.36 -0.43 2.40
H 0.63 0.82 3.20
*
```

Its electronic energy is -1255.0887 Ha. The energy relative to the best compared isomer or geometry (same formula, charge and spin) comes out at 201.6 kJ/mol. The HOMO-LUMO gap comes out at 0.2797 hartree. The calculation puts the lowest unoccupied orbital energy at -4.60 eV. The value obtained for the HOMO energy is -12.21 eV.

=====

(2)
The following is a DFT calculation (ωB97M-V with the def2-TZVPD basis set) of a structure of composition C27H30N3O2Zr.

```
! wB97M-V def2-TZVPD RIJCOSX def2/J DEFGRID3
* xyz 1 1
Zr -0.15 0.13 0.04
C -1.34 4.23 1.23
C -0.97 3.75 -0.14
C -1.59 4.26 -1.26
C -1.34 3.76 -2.54
C -0.44 2.74 -2.71
C 0.25 2.21 -1.61
C 1.33 1.16 -1.88
C -0.01 2.73 -0.32
N 0.52 1.97 0.73
C 1.01 2.30 1.96
O 1.32 3.39 2.39
C 1.20 1.02 2.74
C 1.76 0.91 4.00
C 1.97 -0.36 4.51
C 1.70 -1.49 3.74
C 1.16 -1.29 2.48
N 0.88 -0.07 2.04
C 1.03 -2.37 1.43
O 1.22 -3.53 1.68
N 0.73 -1.81 0.20
C 1.01 -2.52 -1.01
C 0.02 -2.54 -2.00
C -1.35 -1.97 -1.74
C 0.29 -3.13 -3.23
C 1.53 -3.69 -3.48
C 2.51 -3.64 -2.50
C 2.28 -3.05 -1.26
C 3.40 -2.96 -0.27
H -2.22 4.87 1.18
H -0.52 4.79 1.69
H -1.56 3.39 1.90
H -2.32 5.05 -1.14
H -1.86 4.17 -3.40
H -0.23 2.36 -3.71
H 1.88 1.42 -2.78
H 0.92 0.16 -2.14
H 2.06 1.07 -1.08
H 2.03 1.81 4.54
H 2.40 -0.48 5.50
H 1.91 -2.49 4.07
H -1.77 -2.32 -0.80
H -2.03 -2.25 -2.54
H -1.40 -0.86 -1.75
H -0.48 -3.16 -3.99
H 1.73 -4.16 -4.43
H 3.49 -4.06 -2.70
H 4.36 -3.07 -0.77
H 3.32 -3.74 0.49
H 3.40 -2.00 0.26
C -2.59 -1.75 2.11
C -3.22 -0.85 1.04
C -4.53 -0.25 1.55
C -2.24 0.25 0.61
H -3.31 -2.49 2.48
H -2.28 -1.14 2.97
H -1.72 -2.29 1.73
H -3.46 -1.47 0.17
H -4.35 0.36 2.44
H -5.24 -1.03 1.81
H -4.99 0.39 0.80
H -2.16 0.97 1.44
H -2.67 0.84 -0.22
*
```

Its electronic energy is -1408.5490 Ha. The energy relative to the best compared isomer or geometry (same formula, charge and spin) comes out at 0.0 kJ/mol. The HOMO-LUMO gap comes out at 0.2776 hartree. The calculation puts the lowest unoccupied orbital energy at -3.92 eV. The value obtained for the HOMO energy is -11.47 eV.